Formula: C20H22CuN2
Source: OMol25
Level of theory: ωB97M-V/def2-TZVPD

- Lowest unoccupied orbital energy (spin up / spin down): -1.1 / -1.1 eV
- Frontier orbital gap (spin up / spin down): 6.28 / 6.61 eV
- E_tot: -2525.03704 Ha
- Energy relative to the best compared isomer or geometry (same formula, charge and spin): 1.994 eV
- 2S+1: 2

```
45
Properties=species:S:1:pos:R:3:forces:R:3:mulliken_charge:R:1
C -2.130139 -0.890312 -2.403135 2.7 -0.7 2.5 -0.85
C 1.141314 0.110328 -2.100550 1.1 1.2 -2.8 -0.14
C -1.299534 0.320572 -1.919126 -4.3 0.5 -3.1 -0.13
H -2.545901 -1.416175 -1.529421 0.0 -0.1 -0.3 0.31
C 0.994918 1.451775 -1.582590 0.2 1.8 -1.7 0.44
H 2.215077 -0.127194 -2.235937 -0.3 0.4 -0.1 0.62
H -1.141261 0.865033 -2.875873 0.4 -0.3 0.7 0.30
H 1.903763 2.061203 -1.652386 -0.1 -0.2 0.3 0.41
C -1.473420 1.358248 -0.919054 1.2 1.2 0.5 -0.68
H -1.418000 1.030691 0.129028 -0.1 0.1 -0.2 0.04
H -2.413798 1.905066 -1.068914 0.0 0.0 0.1 0.40
C -0.828652 -1.659493 -2.875264 -0.1 -0.1 -0.1 -0.50
H -1.050599 -2.259128 -3.765640 0.2 0.0 0.0 0.46
H -0.530679 -2.353374 -2.078426 0.0 0.2 -0.2 0.18
C 0.402724 -0.708851 -3.188470 -0.3 -1.3 -0.1 -1.29
H 0.123599 -0.042603 -4.020399 0.2 -0.1 0.3 0.33
H 1.172680 -1.373015 -3.603985 -0.1 0.0 0.0 0.52
C -0.237413 2.285522 -1.304050 -1.1 0.2 0.0 -1.04
H -0.512645 2.875772 -2.194948 -0.2 -0.1 0.2 0.46
H -0.035705 3.008405 -0.504227 0.1 -0.1 -0.2 0.49
Cu 1.056564 0.190923 -0.312955 0.4 -3.1 4.1 -1.24
H -2.925668 -0.881780 -3.140421 0.1 0.9 -0.4 0.33
C -1.143397 3.505949 3.667147 0.1 -0.1 -0.1 -0.40
C -0.207870 3.735770 2.646558 -0.1 -0.2 0.3 -0.63
C 0.414504 2.662746 2.015565 -0.2 -1.0 0.0 -0.14
C 0.057845 1.340231 2.374333 -0.8 1.0 0.9 0.02
C -0.817698 1.116317 3.452804 -0.2 0.5 -0.2 -0.14
C -1.436243 2.196811 4.079389 0.4 0.0 -0.2 -0.60
N 0.512766 0.245742 1.629296 -0.1 -2.1 2.0 0.28
N 0.322494 -0.911761 2.226666 1.0 2.9 -1.6 -0.42
C 0.865477 -1.935770 1.478134 0.4 -2.2 -0.5 0.65
C 0.917591 -3.261727 1.994176 -0.2 1.0 0.0 -0.40
C 1.495279 -4.267611 1.224525 -0.1 0.1 0.0 -0.62
C 2.004848 -3.971956 -0.047988 0.0 0.7 -0.2 -0.57
C 1.927549 -2.653785 -0.558151 0.1 -1.3 0.7 -0.04
C 1.362023 -1.653149 0.208490 -0.1 0.2 -0.8 0.09
H -1.637025 4.352536 4.148107 0.1 -0.3 -0.2 0.36
H 0.036279 4.755074 2.341143 -0.1 -0.3 0.2 0.38
H 1.176764 2.800574 1.245317 -0.3 0.0 0.2 0.48
H -1.013967 0.081892 3.735044 -0.1 0.5 0.0 0.40
H -2.143761 2.002240 4.885108 0.2 0.2 -0.2 0.37
H 0.504060 -3.427210 2.988170 0.1 -0.2 -0.2 0.44
H 1.550122 -5.284473 1.614896 0.0 0.3 -0.1 0.35
H 2.461227 -4.754935 -0.655078 -0.1 0.1 0.2 0.40
H 2.323907 -2.425099 -1.546918 -0.1 -0.2 0.1 0.32
```
Forces are in eV/Å.



Formula: C20H22F2N2O4
Source: OMol25
Level of theory: ωB97M-V/def2-TZVPD

- SMILES string: COc1cccc(OC)c1[C@H]1C[C@H](C)C(=O)N1Cc1ccnc(OC(F)F)c1
- Lowest unoccupied orbital energy: 0.6 eV
- Frontier orbital gap: 9.35 eV
- E_tot: -1385.42773 Ha
- Energy relative to the best compared isomer or geometry (same formula, charge and spin): 3.560 eV

```
50
Properties=species:S:1:pos:R:3:forces:R:3:mulliken_charge:R:1
O -2.398306 0.999824 -2.689969 0.3 -0.8 0.1 -0.68
F -4.414232 0.140453 6.140965 2.1 0.2 0.2 -0.27
F -3.078075 -1.588718 6.136893 0.3 -0.3 1.4 -0.25
N -2.209589 1.332698 3.796226 -1.6 -0.7 4.8 -0.55
O 3.189671 0.619962 0.295434 -2.4 -0.7 -0.6 -0.33
O 0.130533 -1.589294 -2.416595 -1.9 -1.4 0.1 -0.36
O -3.422210 -0.623511 4.299368 1.2 2.4 2.1 -0.41
C -1.235346 0.939420 -2.349308 -0.5 1.4 1.7 -0.04
C -1.480110 2.006029 3.012974 1.7 1.0 -2.5 -0.97
C -2.747074 0.222065 3.472603 -1.1 -1.6 -1.0 0.04
C 2.652396 -3.020535 -0.251425 0.3 3.1 -0.4 -0.86
C 3.133197 -1.764161 0.324666 -0.2 -3.3 -0.6 -0.40
C 1.695021 -2.924063 -1.225121 -1.2 -1.5 0.1 -0.45
C -1.244386 1.657053 1.688432 -0.6 -0.4 1.9 -0.45
C -2.672980 -0.242682 2.209984 -0.3 -0.5 -2.0 -0.06
C 2.491741 -0.583758 0.038157 1.9 0.2 0.0 -0.08
C 0.951120 -1.747578 -1.350619 1.2 0.6 -1.0 1.19
C -1.902005 0.468298 1.332321 1.4 1.5 -2.5 0.53
C 1.294031 -0.568491 -0.752674 1.6 0.7 2.5 -0.16
N -0.789870 0.737539 -1.004031 -2.1 -0.6 -1.3 0.28
C 4.450076 0.625538 0.914093 -0.3 2.6 1.1 -0.93
C -1.003995 -2.519522 -2.445932 0.3 0.8 0.8 -0.96
C -3.182419 -0.333149 5.698069 -1.9 -1.4 -1.7 0.42
C -1.629145 -0.087993 -0.054269 -1.0 1.5 -1.5 -0.60
C -0.195363 2.749144 -3.845492 -2.7 -2.0 -1.9 -1.85
C 0.641285 0.790278 -0.937608 0.8 -2.5 -0.4 -0.01
C 1.166008 1.291316 -2.295658 -0.7 1.2 0.3 -1.44
C -0.069784 1.370543 -3.199808 2.0 -0.6 -1.5 0.95
H -0.996305 2.792402 3.515324 0.7 1.5 0.0 0.47
H 3.262532 -3.878727 -0.150177 0.3 -0.8 0.3 0.41
H 4.104038 -1.985089 0.788091 -0.5 1.2 0.2 0.30
H 1.404911 -3.774087 -1.892207 0.4 0.7 0.8 0.34
H -0.552189 2.292897 1.163711 -0.2 -0.4 -0.7 0.48
H -3.267929 -1.079954 1.867277 0.3 -0.3 0.1 0.49
H 4.638759 1.771579 0.959175 0.0 -1.9 0.1 0.23
H 5.227726 0.219814 0.270363 0.0 -0.6 0.3 0.38
H 4.386155 0.278210 1.987098 0.4 -0.1 -1.3 0.34
H -1.221614 -3.071565 -1.492932 0.8 0.5 -0.8 0.35
H -0.912734 -3.165276 -3.285186 0.3 -0.8 -0.5 0.36
H -1.842462 -1.891807 -2.632083 -0.9 0.5 -0.2 0.31
H -2.237837 0.238143 5.973245 -1.8 -0.2 -0.5 0.31
H -2.583149 -0.356011 -0.595293 1.0 0.5 0.5 0.57
H -1.127771 -0.976262 0.166889 1.0 -1.7 -0.1 0.32
H -0.382352 3.487840 -3.143687 -0.6 1.5 1.4 0.46
H -1.083382 2.613291 -4.534416 0.5 0.7 0.8 0.36
H 0.549031 3.111160 -4.513885 1.3 -0.4 -0.2 0.43
H 0.899551 1.365232 -0.076213 0.6 0.7 0.2 0.69
H 1.988855 0.757654 -2.742178 0.0 -0.8 0.2 0.35
H 1.608055 2.258415 -2.109912 -0.2 0.7 -0.2 0.52
H 0.017920 0.635437 -4.064681 -0.1 0.6 1.2 0.24
```
Forces are in eV/Å.



Formula: C20H22F3NO3
Source: OMol25
Level of theory: ωB97M-V/def2-TZVPD

- SMILES string: O=C(COC(=O)/C=C/c1ccc(C(F)(F)F)cc1)NCCC1=CCCCC1
- Lowest unoccupied orbital energy: -1.7 eV
- Frontier orbital gap: 7.05 eV
- E_tot: -1354.77526 Ha

```
49
Properties=species:S:1:pos:R:3:forces:R:3:mulliken_charge:R:1
O -2.610422 -2.056573 -1.199256 1.2 0.9 0.2 -0.65
C -1.763901 -1.346872 -0.658973 -1.6 2.8 -0.3 0.74
N -1.558343 0.057212 -0.924950 -6.5 -8.7 -6.3 -0.07
H -1.058256 0.464791 -0.307218 4.1 4.4 4.8 0.39
C -2.405031 0.514053 -2.075262 -0.9 4.7 7.3 -1.35
H -1.761495 1.095104 -2.530770 2.7 1.9 -4.3 0.59
H -3.089892 -0.171475 -2.327282 -1.5 -2.8 -1.9 0.65
C -3.401022 1.758247 -1.442677 4.5 -5.5 5.6 -1.81
C -4.509682 1.106473 -0.589286 7.0 3.4 5.4 0.87
C -5.491450 0.506250 -1.073413 -5.0 -0.3 -1.7 -0.49
C -6.658969 0.010008 -0.307780 2.7 -6.1 -2.3 -1.11
C -6.236026 -0.492141 0.966776 1.5 -6.2 3.3 -0.20
C -5.460404 0.430432 1.633531 1.8 7.6 7.5 -0.80
C -4.197153 1.094333 1.025695 -2.4 -7.1 -4.6 -0.53
H -3.442889 0.253085 1.056525 0.0 1.3 0.3 -0.16
H -3.922398 1.940073 1.474753 1.2 3.4 1.5 0.64
H -6.149056 1.286668 1.796078 0.1 0.5 -0.2 0.39
H -5.273659 0.328073 2.866118 -0.1 -0.8 -3.1 0.25
H -5.294683 -1.286700 0.920682 -2.9 0.3 -0.9 0.06
H -7.003580 -0.906467 1.776920 1.2 0.6 -2.3 0.27
H -7.538263 0.439509 -0.345527 -4.0 3.5 0.1 0.66
H -6.999387 -0.981467 -0.742842 0.4 0.8 -0.6 0.26
H -5.677028 0.756742 -2.077263 -0.2 -0.5 -1.7 0.40
H -3.890234 2.345666 -1.970740 -4.3 4.5 -6.7 0.97
H -2.803489 2.603297 -0.950146 -0.2 -1.8 0.3 0.33
C -1.008384 -1.848923 0.524511 -5.9 2.7 -0.7 -1.13
H -1.290889 -1.452584 1.423432 -1.1 2.3 2.3 0.49
H -1.326737 -2.752514 0.672619 -2.0 -5.7 0.3 0.69
O 0.229074 -1.908945 0.392001 11.4 1.3 -0.6 -0.35
C 1.030348 -0.789447 0.576079 -3.8 4.5 -1.0 0.54
O 0.501026 0.403143 0.814572 2.6 -5.9 -0.3 -0.71
C 2.398216 -0.979231 0.136102 1.3 7.6 3.9 -1.24
C 3.327472 0.089217 0.468626 -0.4 -14.8 -6.2 -0.68
C 4.711422 -0.113278 0.233339 -0.9 10.0 2.5 1.23
C 5.440262 1.107311 0.513786 5.8 0.8 -0.5 -0.65
C 6.884376 1.397892 0.378699 -8.3 -12.5 -4.3 -1.12
C 7.523354 0.054782 -0.263878 -7.2 3.3 6.0 0.54
C 6.780090 -1.095874 -0.080266 2.9 -2.9 -4.8 -0.94
C 5.394273 -1.085134 -0.158971 2.6 -6.0 -0.7 -0.24
H 4.751013 -1.907919 -0.283705 0.4 -2.0 -0.6 0.41
H 7.379470 -2.078463 -0.521617 -1.7 2.4 1.7 0.27
C 8.851751 0.137301 -0.006680 -1.5 -0.7 -16.2 0.83
F 9.341698 -0.903464 -1.075564 -0.2 -1.1 0.3 -0.45
F 9.403371 1.106499 -0.653641 0.6 5.0 -1.2 -0.26
F 9.513028 -0.112219 0.852019 7.8 -4.0 15.1 -0.19
H 7.562995 2.029887 0.525342 4.4 6.3 1.5 0.68
H 5.046467 1.955482 0.887249 -2.6 2.4 1.3 0.39
H 3.019786 0.849328 0.819752 -4.1 10.1 4.7 0.99
H 2.733232 -1.851166 -0.167517 1.3 -4.1 -1.6 0.59
```
Forces are in eV/Å.